Computed, not measured: a 12-piece molecular cluster, C50H89F3N12O18S2 overall in a non-equilibrium geometry, with ωB97M-V with the def2-TZVPD basis set.

CARTESIAN COORDINATES (ANGSTROEM)
S  2.90  5.83  0.06
S  -0.15  2.25  0.36
F  4.54  2.15  1.94
F  4.87  2.74  4.70
F  3.75  4.57  4.21
O  -2.19  0.42  -2.20
O  -2.98  -0.09  6.10
O  -1.88  -6.66  -0.31
O  5.99  -5.41  -1.18
O  7.14  -3.10  -5.32
O  -5.63  2.83  8.23
O  -5.99  9.67  -2.54
O  1.84  -7.42  -2.29
O  1.46  0.44  5.66
O  -4.63  5.74  0.62
O  1.35  -5.17  1.41
O  -0.27  4.99  -1.70
O  0.67  -1.27  -4.05
O  0.88  6.79  -2.39
O  3.88  3.00  -5.46
O  -5.74  0.07  2.48
O  -1.32  -2.22  0.46
O  -0.48  1.67  -2.85
N  5.11  -2.12  -5.35
N  -0.68  -0.43  5.93
N  3.77  -8.57  -2.40
N  -3.78  1.58  8.02
N  7.92  -6.55  -1.32
N  3.17  0.98  -4.76
N  -3.27  7.52  0.63
N  0.23  -7.07  0.37
N  -1.39  -0.89  -4.86
N  -3.92  8.90  -2.12
N  -3.05  -2.34  -0.92
N  -6.81  1.93  1.81
C  -0.68  -6.50  -0.46
C  5.87  -3.29  -7.34
C  -5.41  7.69  1.78
C  7.72  -4.43  -2.51
C  -4.80  9.71  -2.78
C  -6.57  0.93  2.70
C  -4.68  2.28  8.75
C  -0.11  -5.66  -1.58
C  -0.58  0.72  -0.53
C  0.09  -2.39  -6.09
C  2.22  1.91  -6.80
C  -0.17  -1.48  -4.92
C  1.21  -5.38  2.80
C  -1.69  0.67  4.18
C  -0.01  -4.63  3.31
C  3.59  -6.48  -3.63
C  -1.92  0.03  5.52
C  0.59  6.03  -1.50
C  -0.72  1.67  1.93
C  4.09  3.36  3.85
C  -3.19  3.18  0.77
C  0.17  1.32  2.90
C  -3.01  1.91  1.03
C  0.12  4.10  -2.77
C  3.17  2.03  -5.63
C  -2.39  -2.74  0.19
C  -3.02  -3.81  1.04
C  -4.43  6.89  0.97
C  -0.98  3.03  -2.88
C  -0.76  -2.51  4.51
C  -2.07  1.53  2.11
C  -7.39  0.95  3.97
C  1.67  1.40  2.81
C  7.12  -5.49  -1.62
C  -4.44  2.33  10.24
C  1.13  6.25  -0.12
C  3.67  2.79  2.72
C  0.39  -3.25  3.82
C  -1.15  0.94  -1.90
C  2.25  2.74  2.29
C  -2.56  1.03  3.25
C  2.46  -5.81  0.84
C  -0.35  0.81  4.02
C  -0.46  -1.89  5.90
C  3.55  -4.84  0.43
C  2.98  -7.52  -2.72
C  0.33  0.30  5.25
C  1.51  3.55  -2.53
C  6.11  -2.84  -5.92
C  -4.20  10.64  -3.80
H  0.60  5.71  0.65
H  7.54  -7.27  -0.72
H  3.39  -9.28  -1.80
H  2.27  2.68  1.22
H  -4.32  3.37  10.55
H  4.71  -8.68  -2.74
H  2.22  4.26  -2.95
H  0.94  -2.01  -6.66
H  7.12  -4.34  -3.41
H  -6.72  1.03  4.82
H  -0.44  -5.24  4.09
H  5.91  -4.38  -7.38
H  2.93  -6.54  1.50
H  -1.19  -1.80  3.81
H  -6.35  7.76  1.23
H  -0.13  -7.63  1.13
H  0.59  -2.06  6.13
H  -3.97  -4.15  0.62
H  2.59  0.17  -4.87
H  -3.91  1.53  7.03
H  -3.20  -3.41  2.04
H  3.60  -5.52  -3.10
H  -5.05  8.69  2.00
H  -7.49  2.65  1.97
H  -8.08  1.79  4.00
H  -5.59  7.17  2.73
H  3.13  -3.91  0.06
H  -1.52  -3.27  4.67
H  8.74  -4.67  -2.81
H  -1.52  3.16  -3.81
H  3.28  5.53  -1.19
H  0.98  -5.63  -1.56
H  1.52  2.74  -6.77
H  2.11  1.22  3.78
H  1.70  2.61  -3.04
H  -0.49  -4.65  -1.49
H  -0.77  -2.45  -6.76
H  -2.34  -4.66  1.10
H  0.77  -2.69  2.96
H  -7.96  0.03  4.04
H  1.71  3.43  -1.48
H  5.25  -1.81  -4.40
H  -4.44  11.67  -3.53
H  -1.68  3.17  -2.07
H  -3.12  10.54  -3.87
H  -3.61  0.88  3.41
H  -4.29  8.27  -1.43
H  -1.31  0.21  0.07
H  3.79  1.03  -3.97
H  -3.05  8.46  0.89
H  -0.43  -6.08  -2.53
H  -2.99  1.11  8.42
H  2.03  0.60  2.16
H  8.86  -6.65  -1.66
H  7.72  -3.48  -1.98
H  4.19  -5.24  -0.35
H  -3.93  -2.72  -1.22
H  -2.60  7.00  0.09
H  -1.56  -0.28  -4.08
H  4.26  -1.89  -5.82
H  -3.63  3.52  -0.15
H  -3.54  1.78  10.53
H  0.32  -3.38  -5.73
H  -2.85  3.91  1.49
H  0.11  4.67  -3.69
H  4.62  -6.73  -3.91
H  -0.71  -4.57  2.48
H  1.66  0.98  -6.78
H  1.24  -3.39  4.49
H  4.22  -4.61  1.26
H  0.31  0.12  -0.57
H  6.65  -2.88  -7.98
H  -6.28  1.94  0.96
H  2.17  -6.36  -0.06
H  1.04  7.30  0.11
H  2.79  1.96  -7.72
H  2.99  -6.39  -4.53
H  -2.62  -1.62  -1.47
H  -3.51  1.15  0.45
H  -1.00  -2.41  6.67
H  -4.64  10.42  -4.78
H  -5.29  1.90  10.75
H  -2.93  8.91  -2.28
H  -2.11  -1.04  -5.54
H  1.22  -6.95  0.28
H  1.11  -6.46  2.99
H  1.70  3.61  2.61
H  2.11  -5.04  3.31
H  4.90  -2.97  -7.72

- DFT total energy (Ha) = -5066.0721
- net charge = 0
- LUMO (eV) = -0.23
- structure (SMILES) = C=Cc1cc2c(c(CCC(F)=C(F)F)c1SCC(=O)OC[C@H](C)OC(=O)CS)C(=O)N(CCCCCOCC)C2=O.CC(N)=O.CC(N)=O.CC(N)=O.CC(N)=O.CC(N)=O.CC(N)=O.CC(N)=O.CC(N)=O.CC(N)=O.CC(N)=O.CC(N)=O
- energy relative to the best compared isomer or geometry (same formula, charge and spin) (kcal per mole) = 0.0
- frontier orbital gap (eV) = 8.1

These are the Löwdin partial charges, in e, on atoms 1 to 4: 0.77, 1.04, 0.10, 0.16